Entry from OMol25: a 2-piece molecular cluster, C4H4Cl2O overall (the ωB97M-V functional and the def2-TZVPD basis).

Geometry as XYZ:
```
11
Properties=species:S:1:pos:R:3:forces:R:3
C -0.4468 1.4776 -0.9609 1.5 -1.4 1.7
C 0.1778 -0.8830 -0.6321 -3.3 -1.0 0.1
O 1.3978 0.5135 1.1972 -0.9 3.4 0.9
H 1.0242 -0.7986 -1.1931 2.3 0.3 -1.2
Cl -1.6265 2.6732 -1.0932 -0.6 0.4 0.0
H -1.5639 -0.0565 -0.0144 -2.8 -0.2 1.3
H -0.1890 -1.9343 -0.5234 0.4 1.1 0.7
C 0.8579 1.5868 1.1771 0.4 -4.4 -2.7
H 0.7338 2.3879 1.8510 0.3 1.1 1.3
Cl 0.8955 1.5948 -2.0277 0.3 0.7 -0.5
C -0.7100 0.1418 -0.5232 2.4 -0.1 -1.6
```
Positions in Å, forces in eV/Å.

The relative energy (zero: lowest compared OMol25 entry of this formula, charge and spin) comes out at 354.9 kJ/mol. The calculation puts the total energy at -1150.280810 Eh. The HOMO energy (spin up / spin down) comes out at -7.78 / -8.05 eV. Its orbital gap (spin up / spin down) is 7.902 / 7.645 eV.